{"formula": "C25H28EuF5O3", "method": "wB97M-V/def2-TZVPD", "total_energy_ha": -2404.72457, "orbital_gap_ev": [6.40, 7.80], "e_above_lowest_kcal_mol": 0.0, "spin_multiplicity": 7, "lumo_energy_ev": [-1.25, 0.12], "elements": ["Eu", "F", "F", "F", "F", "F", "O", "O", "O", "C", "C", "C", "C", "C", "C", "C", "C", "C", "C", "C", "C", "C", "C", "C", "C", "C", "C", "C", "C", "C", "C", "C", "C", "C", "H", "H", "H", "H", "H", "H", "H", "H", "H", "H", "H", "H", "H", "H", "H", "H", "H", "H", "H", "H", "H", "H", "H", "H", "H", "H", "H", "H"], "coordinates": [[-0.297, 0.029, -0.097], [-4.144, 2.846, -0.316], [-4.845, 5.296, 0.719], [-0.813, 5.366, 3.240], [-0.105, 2.964, 2.193], [-3.199, 6.524, 2.529], [-1.693, 1.765, 0.303], [-0.057, -6.330, -4.392], [-0.613, -1.965, -1.515], [-1.801, -3.804, -2.432], [1.948, 0.336, -1.628], [1.827, -7.936, -4.350], [-2.863, 5.328, 2.031], [0.408, -2.926, -1.931], [1.314, 2.333, -0.656], [0.917, -0.034, 2.443], [2.183, 1.209, -0.521], [-2.097, 2.848, 0.887], [-1.300, 3.520, 1.852], [1.267, -1.258, 1.796], [-0.339, -4.223, -2.159], [0.647, -7.389, -5.117], [-1.257, -7.177, -4.427], [-1.966, -2.514, -1.644], [-0.571, -8.347, -5.110], [-3.704, 4.686, 1.106], [-0.972, -1.365, 2.377], [0.918, 0.915, -2.437], [-0.469, -0.090, 2.772], [-3.336, 3.467, 0.575], [0.092, -2.073, 1.733], [1.011, -7.023, -6.542], [0.532, 2.154, -1.835], [-1.652, 4.731, 2.395], [2.208, -8.811, -4.896], [0.900, -2.536, -2.829], [-0.439, -9.221, -4.465], [-1.038, 0.690, 3.277], [1.442, -7.925, -7.000], [0.133, -6.744, -7.148], [2.263, -1.530, 1.439], [0.501, 0.480, -3.349], [-2.361, -2.699, -0.636], [0.098, -4.826, -2.953], [-2.022, -6.730, -5.075], [-0.956, -8.574, -6.109], [-0.205, 2.860, -2.223], [0.031, -3.071, 1.294], [-1.975, -1.747, 2.588], [2.904, 1.056, 0.282], [-1.625, -7.436, -3.426], [-1.917, -3.593, -3.502], [2.474, -0.600, -1.830], [1.526, -8.259, -3.340], [1.603, 0.776, 2.693], [-2.541, -4.568, -2.178], [1.290, 3.197, 0.008], [1.769, -6.226, -6.566], [-0.314, -4.835, -1.251], [-2.560, -1.732, -2.127], [1.142, -2.975, -1.124], [2.614, -7.168, -4.301]], "mulliken_spin": [6.084, 0.000, 0.000, 0.000, 0.001, 0.000, -0.016, 0.000, -0.003, 0.000, -0.008, 0.000, 0.001, 0.003, -0.002, -0.015, -0.009, -0.004, 0.004, -0.005, 0.001, 0.000, 0.000, 0.001, 0.000, 0.000, -0.014, -0.011, -0.002, 0.001, -0.001, 0.000, -0.018, -0.001, 0.000, 0.000, 0.000, 0.001, 0.000, 0.000, 0.002, 0.001, 0.001, 0.000, 0.000, 0.000, 0.000, 0.002, 0.001, 0.002, 0.000, 0.000, 0.002, 0.000, 0.002, 0.000, 0.002, 0.000, 0.000, -0.001, -0.001, 0.000]}